{"formula": "C4H4O3", "method": "wB97M-V/def2-TZVPD", "symbols": ["O", "C", "C", "C", "O", "C", "O", "H", "H", "H", "H"], "coordinates": [[2.27123, -0.11685, -0.57188], [1.20799, 0.38541, -0.83247], [-0.03925, 0.14071, -0.00683], [0.09443, -0.38545, 1.35597], [-0.17457, 0.98640, 1.13111], [-1.29929, -0.11106, -0.77210], [-1.28330, -0.50663, -1.91253], [1.08431, 1.09070, -1.67481], [-0.72339, -0.95514, 1.79624], [1.09884, -0.61959, 1.70272], [-2.23699, 0.09150, -0.21542]], "forces_ev_per_angstrom": [[-0.4772, 0.2597, -0.0999], [0.4167, -0.1371, 0.0988], [0.0230, -0.1396, -0.1682], [0.0234, -0.2517, 0.1556], [-0.0253, 0.2009, 0.0580], [0.0252, -0.1303, -0.3523], [-0.0378, 0.2215, 0.5018], [0.0233, -0.1087, 0.0301], [0.1005, 0.1016, -0.0926], [-0.1460, 0.0383, -0.0755], [0.0741, -0.0544, -0.0559]], "gap_ha": 0.383, "lumo_energy_ev": 0.26, "e_above_lowest_kcal_mol": 52.08, "smiles": "O=CC1(C=O)CO1", "total_charge": 0, "largest_force_ev_per_a": 0.55}